294
Properties=species:S:1:pos:R:3:forces:R:3:mulliken_charge:R:1 method="wB97M-V/def2-TZVPD" homo_energy_ev=-8.31 total_energy_ha=-4746.9528 relative_energy_kcal_mol=78.2 homo_lumo_gap_ev=8.706
C 12.2704 12.7846 22.3827 -0.8 -1.3 0.3 -1.0390
C 11.5521 13.2528 23.6613 1.1 -0.7 0.6 2.0774
C 12.3152 14.5384 24.0024 -0.8 0.1 -0.1 -1.8599
C 10.1017 13.5672 23.4488 -1.2 -0.3 -1.3 -1.2962
C 9.2279 12.3229 23.3157 0.5 -0.7 1.1 -0.3725
C 9.3749 11.4578 24.6334 -0.4 0.5 -2.2 -1.3554
C 10.8210 10.9352 24.7624 0.1 2.0 -0.7 1.9702
C 11.0880 10.3006 26.1166 -0.8 -1.0 1.2 -1.7804
C 11.2208 9.9454 23.6291 0.4 0.6 0.7 -1.7028
N 11.6783 12.2526 24.7899 -0.8 -0.4 -0.2 -0.4660
O 13.0339 11.9164 25.0105 -0.2 -0.2 -0.5 -0.0936
H 12.0177 11.7599 22.0446 0.0 0.7 0.2 -0.3737
H 12.0516 13.4794 21.6008 -0.1 0.4 -0.7 0.9582
H 13.3241 12.8279 22.5793 0.7 -0.1 -0.1 0.0747
H 12.1827 15.2381 23.1413 0.8 -0.6 0.4 0.3430
H 11.8211 15.0584 24.8060 0.0 0.1 0.7 0.5496
H 13.3365 14.2567 24.2784 -0.1 0.6 -0.3 -0.0019
H 9.6341 14.2805 24.1387 0.5 -0.3 0.3 0.2907
H 10.0575 14.0486 22.4777 0.0 0.5 -0.3 0.4503
H 8.1761 12.5728 23.0879 0.4 -0.1 0.3 0.4685
H 9.5667 11.6609 22.5055 0.0 0.5 -0.1 0.0767
H 8.6625 10.6656 24.4100 0.1 -0.5 0.8 0.4859
H 9.0461 12.0824 25.4616 0.2 -0.3 0.3 0.3703
H 10.2437 9.6279 26.5346 1.1 1.1 -1.0 0.3411
H 11.2855 11.0901 26.8440 -0.3 0.0 0.0 0.4469
H 11.9894 9.6850 26.1229 0.0 0.0 -0.2 0.2902
H 10.9559 8.9805 24.0483 -0.1 -0.4 -0.6 0.6005
H 12.3144 9.9901 23.5742 0.0 -0.4 -0.1 0.2797
H 10.8641 10.1089 22.5951 -0.2 -0.1 0.8 0.1964
H 13.3822 11.4019 24.2466 -0.2 0.4 0.4 0.0661
C 22.7997 14.1615 23.4237 -2.4 -0.2 0.9 -1.8375
C 23.5968 13.9381 22.1998 -0.2 -0.6 -1.2 2.1990
C 23.5080 15.2422 21.3305 -1.1 -2.2 -0.7 -1.7002
C 25.0548 13.6376 22.6647 -0.4 0.9 -0.4 -1.5836
C 25.9552 13.2213 21.5445 0.4 0.2 -1.2 -0.7292
C 25.3528 12.0416 20.7910 1.1 -1.1 0.5 -1.4175
C 23.8913 12.0841 20.4372 -2.0 0.6 -0.7 2.2984
C 23.6235 12.9511 19.1711 -1.5 0.5 1.0 -1.7227
C 23.3594 10.7028 20.0894 0.3 -0.7 0.7 -2.0805
N 23.0208 12.6368 21.5632 3.7 0.6 0.6 -0.4112
O 21.7343 12.8260 21.0936 -1.7 -1.0 0.6 0.9058
H 22.8486 13.2423 24.0477 -0.2 0.7 -0.1 0.5065
H 23.2064 15.0167 23.9524 -0.1 0.1 0.3 0.3831
H 21.6869 14.3977 23.2010 1.8 -0.4 0.3 -0.1792
H 23.6427 16.0743 21.9638 0.7 1.1 0.7 0.8222
H 24.1954 15.1742 20.4826 -0.2 0.6 0.3 0.2716
H 22.4547 15.3682 20.9729 0.8 -0.3 0.0 -0.2666
H 25.4145 14.5385 23.1859 0.0 -0.2 -0.2 0.3874
H 25.0314 12.8617 23.3932 -0.2 -0.8 0.7 0.4984
H 26.1671 14.0609 20.9016 -0.4 0.5 -0.6 0.3819
H 26.9848 12.9498 21.7851 -0.1 -0.2 0.8 0.4606
H 25.5320 11.1824 21.4892 -0.3 0.3 -0.7 0.3354
H 25.9175 11.8150 19.8485 -0.4 0.2 0.8 0.2855
H 23.6165 12.4602 18.2171 0.5 -0.6 -0.4 0.4689
H 24.3035 13.7671 19.2057 0.6 0.7 -0.6 0.4486
H 22.5833 13.3814 19.2459 1.1 -0.4 -0.1 -0.0159
H 23.9561 10.2960 19.3026 0.5 -0.2 -0.8 0.4977
H 22.3689 10.8239 19.6993 -0.7 -0.2 -0.2 0.3891
H 23.3706 9.9061 20.8627 -0.1 0.8 0.1 0.3162
H 21.2595 12.0834 21.5475 0.3 1.1 -0.6 -0.1994
C 18.0036 18.7335 15.2457 0.9 1.4 0.5 -2.5882
C 18.8595 17.5569 14.9110 0.5 1.0 -0.6 3.2645
C 18.0564 16.3552 15.2511 -1.3 -0.7 3.3 -1.3412
C 19.1496 17.7017 13.3891 0.5 -1.8 0.9 -1.2477
C 20.4645 17.0432 12.9693 0.0 2.9 -0.5 -0.3434
C 21.6000 17.4611 13.8467 -1.4 -2.2 1.5 -1.4084
C 21.2850 16.9745 15.2960 -0.2 0.1 -0.4 2.0066
C 21.2327 15.4421 15.5687 -0.4 1.6 0.1 -1.5636
C 22.4197 17.4183 16.1647 1.0 1.3 0.3 -2.1626
N 20.0894 17.7522 15.6689 0.4 -0.1 0.6 -0.3729
O 19.7619 17.5700 17.0571 0.9 1.6 -0.7 0.5823
H 17.6993 18.8422 16.2596 -0.7 -0.9 0.8 -0.2729
H 18.5685 19.6592 15.1915 0.4 0.2 -0.7 0.5774
H 17.2150 18.7860 14.5556 -1.4 0.1 -0.7 0.7832
H 17.1835 16.2129 14.6713 -0.9 0.2 -0.9 1.0958
H 18.5112 15.4123 15.2996 1.3 -1.4 -0.5 0.0098
H 17.6398 16.3921 16.3446 0.6 0.4 -1.8 -0.8767
H 18.3516 17.1653 12.8889 -0.4 0.3 -0.3 0.3973
H 19.1005 18.7421 13.1996 0.2 1.0 -0.7 0.5092
H 20.4155 16.0426 13.1513 -0.6 -3.1 -0.2 -0.0238
H 20.7068 17.2526 11.9265 -0.2 -0.2 -0.1 0.4253
H 21.7292 18.4848 13.8947 0.4 2.2 0.1 0.3751
H 22.4977 16.9916 13.5609 1.3 -0.5 -0.5 0.5592
H 22.2443 15.1606 15.4383 0.9 -1.0 -0.1 0.8039
H 20.5632 14.8275 15.0373 -0.7 -0.6 -1.2 -0.3331
H 20.9482 15.3095 16.6022 0.2 -0.1 0.6 0.2068
H 22.2895 17.0348 17.1471 -0.2 -0.2 1.1 0.3272
H 22.3989 18.5308 16.2455 0.4 -0.7 -0.2 0.4181
H 23.4111 17.0051 15.8542 -0.8 0.6 -0.2 0.4240
H 19.4815 16.6793 17.0670 -0.6 -1.8 0.7 -0.1859
C 11.6620 20.6954 19.1066 0.5 -0.1 2.7 -1.9060
C 12.9959 19.8895 19.1882 -1.1 1.0 -1.1 1.9756
C 13.6533 20.0301 20.5574 0.4 0.4 -0.2 -1.4316
C 12.6899 18.4374 18.7290 0.6 -0.2 0.9 -1.7865
C 13.9333 17.6213 18.3334 -1.2 0.8 -0.6 0.5734
C 14.6252 18.4025 17.1979 -1.3 -0.6 0.9 -0.7459
C 15.0134 19.8418 17.5695 -0.1 0.2 1.1 2.3202
C 16.2220 19.8740 18.5446 0.9 -0.5 -1.1 -1.3173
C 15.2922 20.5777 16.2877 1.3 0.9 0.3 -2.1251
N 13.8328 20.5381 18.1610 -0.1 -0.8 -1.1 0.0430
O 14.1498 21.8779 18.4749 -1.2 -0.3 -0.8 -0.4548
H 11.9504 21.7076 19.3881 -0.2 0.2 -0.3 0.4524
H 11.2265 20.6747 18.1357 -0.3 -0.1 -0.7 0.4370
H 10.9305 20.4050 19.9244 0.7 -0.1 -1.1 0.3501
H 13.0704 20.0569 21.4390 -1.6 0.3 0.6 0.5025
H 14.2079 19.1584 20.7536 1.4 -1.1 0.1 0.1891
H 14.2911 20.9301 20.6440 -0.2 -0.6 -0.2 0.1952
H 12.2058 18.0085 19.6085 -0.2 -0.3 -0.1 0.3912
H 11.9885 18.3674 17.8887 0.0 0.5 0.2 0.3971
H 14.5646 17.4952 19.1899 0.6 -0.3 0.5 -0.5442
H 13.5867 16.6330 17.9620 0.4 0.4 0.3 0.3380
H 13.8645 18.4674 16.4036 0.4 0.0 -0.1 0.6263
H 15.4276 17.7517 16.8885 0.7 0.4 -0.6 -0.5241
H 15.9924 19.5062 19.5193 -0.4 -0.1 0.7 0.4138
H 16.7475 20.8388 18.6474 -0.4 -0.2 -0.2 0.5727
H 16.9829 19.1593 18.1855 -0.1 0.4 0.0 -0.5767
H 14.3902 20.6665 15.7316 -0.7 -0.5 -0.8 0.6199
H 16.1036 20.0603 15.7456 -0.6 0.7 0.1 0.2726
H 15.5092 21.6413 16.5123 0.5 -0.6 -0.2 0.4115
H 14.9207 21.8486 19.0147 1.2 0.0 0.9 0.3811
C 13.7384 10.4505 19.4732 -1.1 -0.6 0.6 -1.2625
C 12.7316 10.9504 18.4188 0.7 1.4 0.1 2.1507
C 11.4327 11.4001 19.1382 0.2 -2.3 -1.3 -2.2243
C 13.3470 12.2173 17.7723 -1.6 0.4 0.0 -0.9477
C 14.4084 11.8579 16.7930 0.3 -0.7 0.3 0.3444
C 13.9488 10.8479 15.7484 0.2 0.5 -1.3 -1.3573
C 13.4302 9.5456 16.3530 1.5 -0.7 0.6 1.7331
C 12.7889 8.6443 15.2345 0.0 -0.5 2.0 -1.8425
C 14.6841 8.7003 17.0052 -0.8 0.3 0.0 -1.2882
N 12.3800 9.9845 17.3328 0.2 -0.5 -0.3 0.0556
O 11.8422 8.7938 17.9479 -0.4 0.0 -0.2 -0.4635
H 13.4610 9.4334 19.7808 0.3 0.1 -0.1 0.5709
H 14.7824 10.5221 19.2396 0.4 -0.2 -0.6 0.0789
H 13.6354 11.0529 20.3696 -0.2 0.3 0.2 -0.0440
H 11.5055 12.3244 19.6311 0.3 1.4 0.3 0.3959
H 10.5770 11.3542 18.4329 0.4 0.1 0.6 0.4833
H 11.3732 10.6622 19.9160 -1.0 -0.5 0.5 0.4764
H 12.4941 12.7295 17.2412 0.8 -0.3 0.3 0.5418
H 13.7192 12.9795 18.5204 -0.4 -1.1 -0.4 -0.3883
H 14.7104 12.7791 16.3770 0.7 0.9 -1.0 0.9562
H 15.2895 11.4542 17.3205 -0.2 0.1 -0.2 -0.5989
H 14.8027 10.6937 15.0515 -0.4 -0.4 0.5 0.1105
H 13.1663 11.2573 15.0618 0.3 0.0 0.8 0.3350
H 11.7548 8.9947 15.0826 0.4 -0.1 -0.4 0.4351
H 12.7232 7.5676 15.6434 0.3 1.6 -1.0 0.3399
H 13.4187 8.7436 14.3366 -0.4 -0.4 0.3 0.3900
H 15.2665 8.0984 16.2695 -0.8 0.4 0.1 0.4178
H 14.2823 8.0133 17.7838 0.3 0.4 -0.6 0.3190
H 15.4559 9.3290 17.4802 -0.6 0.0 -0.1 0.0693
H 11.0471 8.5587 17.4212 0.7 0.5 0.4 0.3436
C 17.8234 10.7135 8.9382 -0.2 -1.3 1.0 -1.9124
C 17.5374 10.7983 10.4468 1.1 1.3 -0.5 1.6924
C 16.0487 10.9671 10.7557 -0.4 -1.6 -0.9 -1.3968
C 18.1083 9.5362 11.0406 -0.1 -0.9 0.4 -1.4852
C 18.1543 9.5778 12.5820 1.7 0.8 -1.4 -0.5840
C 18.9681 10.8214 13.0017 0.2 0.0 0.7 -1.2303
C 18.5996 12.1351 12.3655 -0.8 0.2 -1.5 2.3315
C 17.3135 12.7037 12.9332 -0.5 1.2 -0.7 -1.0243
C 19.7447 13.1399 12.4888 0.3 -0.7 0.2 -2.5188
N 18.4745 11.8780 10.9156 0.1 0.5 -0.5 0.0100
O 18.1597 13.1959 10.3489 0.3 -0.9 -1.4 -0.5262
H 18.8669 10.3337 8.8647 -0.8 0.4 -0.5 0.3687
H 17.0745 10.0104 8.5357 0.6 0.2 -0.3 0.4429
H 17.6816 11.6728 8.5050 0.0 0.7 -0.7 0.5208
H 15.7555 11.9756 10.8796 -0.1 1.0 0.7 0.2767
H 15.4500 10.6748 9.8578 0.4 -0.2 0.7 0.3954
H 15.7690 10.2914 11.5976 -0.1 0.9 -0.5 0.1576
H 17.5088 8.6970 10.6167 0.3 0.3 0.6 0.3615
H 19.1238 9.3771 10.6713 0.0 0.2 0.0 0.4378
H 17.1747 9.5938 12.9125 -2.0 0.0 1.2 0.1127
H 18.6559 8.6862 12.9180 0.0 -0.4 0.4 0.5110
H 19.9746 10.6571 12.6754 0.9 -0.4 -0.1 0.5312
H 19.0473 11.0659 14.0839 -0.3 -0.7 -0.4 0.2606
H 16.8781 13.4726 12.2000 0.3 -1.3 1.1 0.3486
H 17.5980 13.2764 13.7945 -0.1 0.3 0.8 0.0588
H 16.6100 11.9218 13.2501 0.0 0.4 -0.3 -0.0018
H 20.1144 13.1038 13.5147 0.0 0.3 0.1 0.4866
H 19.4326 14.1395 12.1962 0.1 0.0 0.1 0.6090
H 20.5624 12.7964 11.8377 -0.2 0.2 0.1 0.4432
H 18.7061 13.2508 9.5138 -0.8 -0.2 1.5 0.3655
C 18.8646 12.1142 19.1992 -0.6 -0.6 1.2 -1.6727
C 17.9741 13.3638 19.2499 -0.1 -0.4 1.8 3.6847
C 17.8457 13.8911 17.8627 0.3 -0.4 -0.6 -1.4042
C 16.6221 13.0224 19.8647 -0.1 -0.3 -0.1 -0.1640
C 15.7537 14.2178 20.1302 0.4 0.4 2.0 0.1714
C 16.5346 15.0562 21.2235 -2.6 0.6 -1.7 -0.4581
C 17.8893 15.4934 20.7720 0.4 -0.7 0.9 2.3175
C 17.6626 16.7420 19.9075 2.9 0.3 2.7 -0.7153
C 18.7341 15.8383 22.0205 -1.2 0.5 -0.3 -0.7585
N 18.6176 14.2666 20.2776 -0.7 0.6 -1.0 0.2941
O 19.8729 14.7415 19.7808 0.3 -0.7 -0.1 1.3795
H 18.8458 11.5239 20.1683 0.0 0.8 -1.0 -0.3565
H 18.4987 11.4636 18.4031 0.2 -0.1 0.0 0.3955
H 19.8832 12.4205 19.0143 0.4 -0.2 -0.3 0.6203
H 17.9093 13.0524 17.1559 0.1 0.4 0.0 0.8009
H 16.9385 14.4083 17.6410 -0.7 0.5 0.0 0.2874
H 18.6771 14.5500 17.7446 0.7 0.5 -0.6 -0.8635
H 16.0686 12.3157 19.2886 -0.2 -0.6 -1.1 -1.1872
H 16.7789 12.4824 20.7790 0.3 -0.1 0.8 -0.7608
H 15.5471 14.7434 19.1970 -0.3 0.3 0.2 0.2039
H 14.8272 13.8979 20.6652 0.3 0.2 -0.9 -0.2196
H 16.5987 14.4346 22.0568 0.2 -1.2 1.5 -0.5397
H 15.8660 15.9091 21.5461 1.0 -0.5 -0.4 0.1665
H 17.1780 16.5594 19.0194 -1.1 -0.2 -2.1 0.5899
H 18.6652 17.2037 19.8069 -0.6 0.0 -0.7 -1.1747
H 17.0987 17.4141 20.5693 -0.1 0.0 -0.5 0.3230
H 18.7826 14.9633 22.6563 0.1 -0.2 0.0 -0.5236
H 18.1997 16.6232 22.5875 0.6 0.0 -0.2 0.5008
H 19.7257 16.1095 21.6912 0.3 0.4 0.3 -0.2089
H 20.4960 14.0822 20.1578 -0.1 0.6 -0.1 -0.5342
C 19.6455 21.6841 21.6394 3.1 -0.9 -1.4 -2.1919
C 20.2542 20.4879 22.4030 -0.7 1.0 0.5 2.3942
C 19.3936 20.4473 23.6826 0.4 -0.9 -0.7 -2.1406
C 20.0400 19.2256 21.6843 0.3 -1.3 -1.7 -0.4826
C 20.8491 19.1159 20.3906 1.8 0.2 1.3 -0.7575
C 22.3710 19.2508 20.7169 -1.1 -0.4 0.2 -0.5566
C 22.7093 20.4652 21.5807 -0.9 0.4 -0.6 1.7909
C 24.0328 20.1769 22.2323 0.5 1.6 1.7 -1.7521
C 22.8041 21.6949 20.6512 0.7 0.3 0.3 -1.9960
N 21.7178 20.5649 22.6963 -0.4 -0.3 -0.1 1.1757
O 22.0094 21.7485 23.3899 0.2 -1.0 1.6 -0.6712
H 18.6286 21.4880 21.6180 -2.0 0.1 -0.4 0.6463
H 19.8671 22.6210 22.0891 -0.1 0.9 0.7 0.4681
H 20.1074 21.7193 20.6315 -0.8 0.1 0.4 0.3289
H 19.6894 21.3336 24.1835 -0.1 0.6 1.3 0.6003
H 18.3179 20.4816 23.4049 0.7 0.0 0.2 0.3810
H 19.5744 19.5155 24.2321 0.1 0.4 0.2 0.1906
H 20.2795 18.3948 22.3399 0.4 -0.2 0.2 -0.3172
H 19.0159 19.0243 21.4092 -0.7 0.5 0.2 0.1207
H 20.7078 18.1356 19.9905 -0.2 -0.5 -0.7 0.0899
H 20.6378 19.8691 19.6608 -0.7 0.3 -0.5 0.2426
H 22.9359 19.3901 19.7656 -0.1 -0.8 0.8 0.7558
H 22.5951 18.3518 21.3406 0.4 0.4 -0.9 -0.8228
H 24.7709 20.0321 21.4503 0.3 -0.4 0.2 0.4620
H 23.8114 19.3124 22.8658 0.8 -0.1 -0.2 0.2508
H 24.4097 21.0193 22.9422 -0.7 -1.3 -1.3 0.2691
H 23.7207 21.6704 20.0606 0.1 -0.3 0.1 0.4762
H 22.8593 22.6572 21.1377 0.1 0.3 0.6 0.4022
H 22.0272 21.8162 19.9368 -0.9 -0.3 -0.6 0.4325
H 21.7862 22.4258 22.7868 -0.3 1.6 -1.0 0.3189
C 16.8923 13.6982 26.7542 0.8 -1.3 -0.2 -1.6941
C 17.6079 12.5774 25.8436 -1.6 1.8 2.1 1.8847
C 18.0812 13.2171 24.5771 -1.2 0.0 -1.3 -1.6405
C 18.7799 11.9936 26.6293 1.3 0.8 -1.1 -1.1686
C 18.4327 11.1083 27.7775 -0.2 0.1 1.7 -0.9615
C 17.5754 9.9926 27.2907 0.1 -1.4 -0.1 -1.1118
C 16.3588 10.5150 26.5617 -1.0 -0.8 -0.3 2.0926
C 15.7313 9.2797 25.9057 -1.5 0.0 1.6 -1.3232
C 15.3207 11.0038 27.5289 -2.0 -0.8 0.6 -1.3805
N 16.6931 11.4792 25.5370 0.5 0.3 -1.1 -0.1702
O 15.5537 11.9398 24.8218 0.6 -0.4 0.1 -0.2283
H 15.8669 13.8484 26.4640 -0.5 0.1 -0.2 0.2489
H 16.9130 13.2816 27.7629 -0.2 0.5 0.1 0.3835
H 17.3795 14.6789 26.7401 0.2 -0.4 -0.1 0.4773
H 18.3616 14.2432 24.7794 0.1 0.2 -0.2 0.6493
H 18.9325 12.6770 24.2371 0.9 -0.4 -0.6 0.5251
H 17.2989 13.1584 23.7471 1.0 0.3 1.2 -0.4400
H 19.2654 11.3991 25.8346 0.4 -0.1 0.6 0.4133
H 19.4894 12.8209 26.9140 -0.7 -0.7 -0.3 0.3644
H 19.3149 10.7561 28.3358 -0.1 0.1 -0.4 0.4377
H 17.8183 11.6049 28.5634 0.5 0.2 -0.5 0.2914
H 17.1399 9.3809 28.1054 0.5 0.3 -0.2 0.5042
H 18.1066 9.2666 26.6384 0.0 0.6 0.2 0.2963
H 16.3010 8.9481 25.0783 0.3 -0.4 -0.9 0.1328
H 14.6562 9.4865 25.6829 0.8 -0.3 -0.3 -0.1596
H 15.7447 8.5102 26.7169 -0.1 0.3 -0.8 0.5258
H 14.9897 10.1533 28.1602 0.6 0.4 0.1 0.4886
H 14.3628 11.1743 27.0193 0.2 0.5 -0.2 0.1251
H 15.5290 11.8557 28.1435 0.3 0.3 0.3 0.2839
H 14.9186 12.3212 25.4460 0.0 0.0 0.2 0.2859
C 21.7787 16.5478 26.4147 -0.1 -0.1 3.2 -1.3034
C 21.8736 17.9268 25.8464 1.6 -0.4 -1.0 0.6899
C 23.1218 18.7184 26.2238 0.4 0.8 -2.0 -1.3537
O 21.9652 17.7012 24.4047 -0.6 0.0 1.2 0.1796
H 20.8854 16.0056 26.0594 0.7 0.1 0.0 0.1387
H 21.7242 16.5961 27.5785 -0.3 0.1 -1.8 0.3889
H 22.7294 16.0228 26.3140 -0.2 -0.3 -0.7 0.2734
H 21.0763 18.5505 26.1489 -1.6 0.4 -0.2 0.3555
H 23.9420 18.0639 25.9308 0.5 0.2 0.3 0.2832
H 23.2080 19.0633 27.2440 -0.1 -0.1 0.3 0.3997
H 23.1852 19.6428 25.5133 -0.2 -1.4 1.3 0.2272
H 22.1447 18.5759 24.0735 0.0 0.7 -0.9 -0.4033
C 19.6655 9.1776 22.1716 -0.9 -0.9 0.7 -1.5859
C 18.2692 9.6538 22.6624 0.5 -0.7 0.7 2.5136
C 17.1422 8.6684 22.4259 -0.1 0.0 -1.9 -1.7048
O 18.3573 9.7885 24.1232 1.2 -0.4 -2.0 -0.5954
H 19.7824 9.2014 21.0880 -0.1 0.4 0.0 0.3464
H 19.8611 8.1161 22.4494 -0.1 0.7 0.1 0.4485
H 20.3620 9.8163 22.7042 0.5 0.0 -0.2 0.3358
H 18.1055 10.5884 22.1160 -0.3 0.3 0.6 -1.0479
H 17.3720 7.7867 22.9749 0.1 -0.8 0.6 0.3651
H 17.0364 8.3616 21.3562 0.3 0.3 0.6 0.4493
H 16.1534 9.0189 22.7043 0.0 0.3 0.3 0.2600
H 17.7353 10.4484 24.4326 -0.8 0.7 0.3 -0.0711